36
Properties=species:S:1:pos:R:3:forces:R:3:nbo_charge:R:1 method="wB97M-V/def2-TZVPD" e_above_lowest_kcal_mol=36.16 homo_ev=-8.183 total_energy_ha=-737.20671 spin_multiplicity=1
O -1.3035 1.0664 -1.0030 0.1 1.3 2.4 -0.696
N -0.1154 1.7011 1.1269 2.8 2.3 -1.2 -0.698
C -2.1536 -2.8439 2.2959 -0.2 -1.1 -1.2 -0.225
C 0.2510 0.0444 -2.9553 -1.6 -0.4 0.0 -0.672
C 1.8094 -0.3085 0.5019 3.3 -0.7 0.2 -0.233
C 0.8892 -0.0756 -0.4544 -0.5 0.8 -1.4 -0.279
C 1.2747 -0.1331 -1.8599 -2.4 1.2 1.2 0.010
C -1.8678 -1.6722 3.0255 -0.4 -1.7 0.1 -0.217
C -0.7084 2.8934 0.4049 -1.2 0.4 0.8 -0.238
C -1.0288 2.4447 -1.0656 0.5 0.1 -0.2 -0.071
C -1.4616 -1.8056 0.2407 -1.3 -0.7 2.0 -0.175
C -1.9365 -2.9506 0.8722 -0.1 0.7 1.4 -0.197
C 3.1345 -0.6334 0.0897 -0.1 -0.5 -0.6 -0.210
C -1.2150 -0.6542 0.9884 0.8 0.9 -1.1 -0.275
C 3.5090 -0.6267 -1.2705 -0.9 1.8 0.9 -0.229
C -1.3819 -0.5805 2.3457 0.0 -0.6 -0.2 -0.215
C 2.5629 -0.2223 -2.2219 1.1 -1.2 0.9 -0.204
B -0.4584 0.4906 0.1907 -1.5 -1.2 -2.6 0.711
H -0.7025 -0.1048 -2.4560 -0.1 0.3 -0.3 0.258
H 0.0098 3.7046 0.5154 -0.2 0.2 -0.3 0.203
H -2.6023 -3.7756 2.7040 0.5 1.0 0.4 0.211
H -0.3185 1.7287 2.1058 -0.9 -0.3 0.4 0.417
H -1.6161 3.1412 1.0361 0.7 -0.1 -1.2 0.207
H 3.8360 -0.9426 0.8450 0.4 0.1 0.1 0.202
H -0.1973 2.7042 -1.7949 -0.1 -0.5 1.0 0.159
H -1.9477 -1.6315 4.1133 -0.3 -0.2 -0.3 0.210
H 0.9318 1.9142 1.1652 -1.6 -0.9 -0.5 0.429
H -1.4354 -1.7403 -0.8003 0.5 -0.1 -1.6 0.209
H 1.6417 -0.1921 1.5990 -0.1 -0.3 -0.9 0.195
H -1.8502 3.0258 -1.5225 -0.2 -0.3 0.7 0.193
H -1.0759 0.2948 2.8883 -0.1 0.2 0.4 0.161
H 2.8002 -0.0477 -3.2469 0.4 -0.1 -0.6 0.205
H 0.2206 -0.8418 -3.6302 0.8 1.0 -0.2 0.215
H 4.5025 -0.5463 -1.6428 1.0 -0.8 0.4 0.209
H 0.1454 1.0692 -3.4461 0.6 -1.5 0.3 0.214
H -2.1416 -3.8938 0.3161 0.1 0.9 0.6 0.215

***

165
Properties=species:S:1:pos:R:3:forces:R:3:mulliken_charge:R:1 method="wB97M-V/def2-TZVPD" e_above_lowest_kcal_mol=146.42 homo_ev=-8.137 total_energy_ha=-3216.34988 spin_multiplicity=1
O 3.9647 -0.1826 -0.7497 -0.7 0.0 0.1 -0.511
O 6.0862 4.6833 3.2244 0.1 0.2 -0.1 -0.644
O 9.3125 -2.0258 -8.6816 1.4 0.6 0.1 -0.481
O 10.0125 -2.3595 -5.9260 -0.9 -0.9 1.7 -0.477
O -5.5821 0.5317 -4.5554 -0.8 -0.3 0.2 -0.532
O 5.0383 0.3839 5.5494 0.2 -0.3 0.8 -0.494
O 0.0485 6.2008 -9.7445 1.3 -1.3 -1.7 -0.494
O 10.7907 2.2763 -2.0274 -0.1 -0.2 -0.1 -0.643
O 4.1404 -9.4174 3.8534 0.7 0.7 1.0 -0.506
O -4.6285 6.7443 1.9068 0.6 -0.5 -0.9 -0.511
O 8.6044 -4.5651 -0.3601 0.0 0.1 0.2 -0.641
O 5.9922 -9.1386 1.3753 -0.2 0.2 -1.0 -0.517
O 1.1088 -5.0513 -8.6461 -0.7 -0.5 0.5 -0.525
O 7.5690 1.1648 7.0828 -0.3 1.1 -0.1 -0.520
O -3.3739 -0.9528 -5.3733 0.1 1.3 0.0 -0.528
O 3.1361 -2.6398 0.5628 -1.7 0.9 -0.6 -0.480
O 1.5516 -8.1273 -1.3804 0.2 0.0 0.1 -0.642
O 1.2461 -7.6499 -7.1466 -0.1 -0.4 0.3 -0.505
O -2.5712 -6.9575 7.1635 -0.7 0.7 1.3 -0.415
O -2.6860 -6.6141 1.0512 0.2 0.0 -0.2 -0.637
N -4.9167 6.4894 3.2364 -0.9 0.3 2.0 0.353
N -0.6585 7.0262 -8.9475 -1.8 1.4 2.2 0.299
N -3.6495 -6.3384 7.8827 -0.2 2.0 -1.7 0.101
C 7.1550 -0.1222 6.7172 -0.1 -0.5 1.0 -0.366
C -3.5380 4.2628 3.4568 0.1 0.9 -1.4 -1.683
C -1.2946 8.5384 -10.8762 -0.5 -0.4 -0.4 -1.546
C 2.2999 -5.6921 -8.1744 0.1 -0.9 -0.5 -0.498
C -5.7523 -6.6388 9.0404 -0.2 1.1 0.8 -1.202
C -3.2514 -5.0494 8.5806 -0.2 0.8 -1.8 1.520
C -4.5120 -7.3102 8.4623 -0.5 -1.4 1.8 1.534
C -2.6416 8.4494 -8.7601 1.5 0.6 1.8 -1.098
C -4.5163 -4.3736 9.1581 -1.5 -0.8 0.5 -1.152
C -5.8491 5.1946 5.6412 0.3 0.9 -0.2 -0.744
C 5.8428 -10.1006 2.3887 1.0 0.1 0.1 -0.483
C -5.0369 -8.3953 7.4754 1.2 0.3 -1.0 -1.996
C -0.7217 8.6138 -7.0894 1.5 -1.4 -0.7 -1.113
C 10.9856 -2.4818 -6.8811 -0.5 2.5 -2.8 -0.415
C -4.2870 0.9823 -4.1980 0.3 0.1 -1.2 -0.379
C -5.4102 -5.4184 9.9385 1.3 0.1 -0.5 -0.703
C -6.7841 6.1770 4.8652 1.8 -1.5 1.1 -1.104
C -2.6131 -4.0896 7.4832 -0.8 -0.6 0.4 -1.816
C -3.7680 -8.0472 9.6223 -0.4 -1.1 0.8 -1.662
C 5.6395 -0.3577 6.6346 0.7 0.3 -1.4 -0.440
C 10.5338 -1.5013 -8.0767 -0.1 -2.4 1.0 -0.450
C 5.5790 -9.3640 3.7115 -0.8 -2.6 -1.4 -0.259
C -6.3841 6.2749 3.3751 -0.6 -0.6 0.9 1.347
C -2.7131 6.5805 -10.2251 1.4 -0.8 -0.7 -2.070
C 0.2148 7.7394 -8.0019 1.1 -1.0 1.2 1.126
C -3.4098 0.5086 -5.3815 0.2 -1.3 1.0 -0.336
C -4.3525 5.5018 5.4874 -0.6 1.4 -0.9 -1.035
C -2.5831 6.4878 3.9792 0.6 1.1 0.4 -1.802
C -7.1722 7.5340 2.9275 -1.1 -1.1 -1.5 -1.776
C 2.1313 -7.2942 -8.1728 0.2 2.5 -0.3 -0.237
C 2.9022 -0.9776 -1.3117 0.9 -0.9 0.6 -0.606
C -6.8817 4.9489 2.6728 0.3 0.5 -0.6 -1.663
C 0.9139 6.6106 -7.0652 -2.2 0.6 -0.4 -1.758
C -3.8785 5.7124 3.9607 -0.4 -2.9 1.8 1.341
C -2.2332 -5.1475 9.6917 0.1 -1.3 0.6 -1.620
C -1.7431 9.3746 -7.8988 -1.5 0.4 1.6 -0.735
C -1.7579 7.6642 -9.6926 -0.7 0.8 -1.2 1.506
C 2.1942 -1.8128 -0.1869 0.8 0.9 -1.1 -0.226
C 1.2850 8.6354 -8.6911 -0.9 1.1 -0.5 -1.428
H 6.7389 -10.7211 2.3984 0.5 0.3 0.2 0.299
H -3.5487 -6.2995 0.7809 -0.2 0.1 -0.1 0.318
H -2.1226 6.7245 3.0201 -0.5 0.0 -0.3 0.378
H -7.0884 7.7301 1.8585 0.7 0.4 0.0 0.436
H -2.7876 -8.4505 9.3689 0.1 0.1 -0.3 0.347
H -2.6501 -5.6263 10.5778 -0.1 0.1 0.1 0.335
H -0.9698 7.8748 -11.6776 0.5 0.2 0.0 0.352
H 1.3866 -2.3446 -0.6899 0.4 -1.0 -0.2 0.243
H -2.3756 0.8528 -5.3756 -0.1 0.0 0.3 0.322
H -3.4787 9.0537 -9.1096 0.3 -0.2 -1.0 0.427
H 1.7736 -7.5518 -9.1697 -0.2 -0.3 0.0 0.240
H 11.0323 2.2735 -1.1012 0.0 0.0 0.3 0.323
H -4.0352 6.4438 5.9349 -0.7 0.3 0.5 0.410
H 5.0823 -10.8314 2.1136 -0.5 0.2 0.4 0.317
H 11.0480 -3.4946 -7.2793 -0.1 0.0 0.3 0.289
H -2.1665 9.0435 -11.2920 -0.1 0.1 0.1 0.395
H -4.2791 2.0717 -4.1631 0.1 0.1 0.2 0.225
H -6.0163 4.1499 5.3790 -0.1 0.0 -0.5 0.308
H -2.5929 -3.0903 7.9180 -0.1 0.1 -0.1 0.413
H -3.2657 4.4837 2.4248 0.1 -0.7 -0.4 0.417
H 4.8036 -0.3017 -1.2009 -0.2 -0.1 -0.2 0.310
H -2.8551 5.7960 -9.4818 -0.4 0.3 0.3 0.462
H -3.6511 6.9847 -10.6059 0.1 0.0 0.2 0.366
H -4.2530 -3.5232 9.7871 0.5 -0.3 0.5 0.472
H 8.6737 -4.2074 -1.2452 0.1 0.1 -0.2 0.321
H -2.6503 3.8400 3.9273 0.0 0.4 0.3 0.421
H 6.4631 4.2897 4.0114 0.1 -0.1 0.2 0.326
H 0.5149 -7.0282 -7.1262 -0.2 0.1 -0.2 0.304
H 0.1091 6.1249 -6.5133 -0.6 -0.1 -0.2 0.463
H 0.7344 -7.7298 -1.0798 -0.2 0.1 0.1 0.323
H -1.6025 -4.3170 7.1442 0.0 -0.4 0.4 0.336
H -6.4614 4.0292 3.0797 0.1 0.3 0.6 0.288
H -0.4013 5.3588 -9.6433 0.2 -0.3 -0.1 0.371
H -6.2681 -7.3940 9.6336 0.0 0.0 0.1 0.454
H 2.5924 -5.4106 -7.1628 -0.2 0.2 0.1 0.318
H -6.0545 5.2001 6.7117 -0.3 0.3 0.1 0.431
H -1.8416 -4.1804 10.0069 0.1 0.0 -0.3 0.448
H 10.3078 -0.5196 -7.6603 0.3 0.2 -0.1 0.284
H 0.6893 9.3947 -9.1977 0.1 0.3 0.0 0.283
H -4.2837 3.4678 3.4560 -0.4 0.4 0.2 0.289
H 6.0403 -10.0348 4.4363 -0.4 0.5 0.8 0.287
H -3.6484 -7.5673 10.5937 0.1 0.9 -0.4 0.336
H -0.5552 9.3057 -10.6467 0.0 -0.3 0.0 0.279
H 11.3614 -1.5102 -8.7860 -0.1 0.5 -0.2 0.344
H 5.1102 -8.9994 1.0227 0.1 0.3 -0.4 0.326
H -4.2158 -9.0551 7.1952 0.0 -0.1 0.1 0.385
H 1.3639 -8.4155 -2.2737 0.0 -0.1 -0.2 0.319
H -4.8082 -5.7914 10.7671 0.0 0.0 0.2 0.249
H -2.2005 6.0588 -11.0333 -0.2 0.0 -0.4 0.492
H -2.7701 7.4089 4.5313 -0.1 0.4 -0.3 0.435
H -3.2329 -4.1010 6.5867 -0.2 0.1 0.1 0.444
H -3.1010 7.6540 -8.1732 0.0 0.3 0.8 0.425
H -2.7398 -6.6720 2.0051 0.0 0.0 0.3 0.321
H -6.2627 -4.9275 10.4080 -0.2 -0.1 -0.3 0.416
H -6.5901 4.8750 1.6251 0.1 0.5 -0.2 0.393
H 7.4969 -0.7425 7.5456 0.2 -0.9 -0.3 0.301
H -3.9071 4.7511 6.1402 1.0 -0.3 -0.9 0.341
H -2.3995 9.7847 -7.1312 -0.3 0.3 0.1 0.421
H -1.2200 7.9472 -6.3856 -0.4 -0.3 -0.3 0.354
H 7.2897 1.3080 7.9900 0.0 0.2 0.1 0.308
H 6.0679 -8.3911 3.6614 -0.4 0.1 0.3 0.233
H -3.8724 0.8392 -6.3114 -0.1 0.2 0.0 0.243
H -1.7503 6.0730 4.5471 -0.3 -0.8 0.1 0.388
H -5.8698 -9.0295 7.7791 0.1 0.3 0.7 0.369
H 11.9617 -2.1002 -6.5815 0.3 -0.3 0.3 0.290
H 1.9161 8.2882 -9.5093 -0.1 -1.0 0.3 0.311
H -0.0608 9.1546 -6.4119 -0.1 0.8 -0.4 0.479
H -8.2250 7.2518 2.9222 -0.3 -0.4 0.3 0.428
H -7.2194 8.4385 3.5340 1.0 -0.1 0.1 0.373
H -4.5206 7.6965 1.8498 0.1 0.2 0.1 0.349
H -1.4427 -5.8247 9.3685 0.5 0.3 0.0 0.349
H -4.3135 -8.9228 9.9743 -0.3 -0.3 -0.5 0.474
H 11.1962 3.0690 -2.3787 0.1 0.2 -0.1 0.320
H 3.9727 -2.6486 0.0920 0.0 0.2 -0.1 0.321
H -4.1171 0.5512 -3.2114 1.1 0.1 -0.2 0.340
H 3.0714 -7.8072 -7.9702 0.1 0.2 -0.1 0.294
H 9.9020 -1.4436 -5.6606 0.1 0.0 -0.1 0.310
H -4.3048 -1.1609 -5.2648 -0.2 -0.4 -0.1 0.324
H -5.3430 -7.9586 6.5248 0.0 0.4 0.0 0.467
H 5.1438 -0.2758 4.8600 -0.4 0.6 -0.6 0.321
H -2.0783 -7.2620 7.9289 1.0 -0.6 -0.2 0.365
H -5.9445 0.1641 -3.7460 -0.5 0.0 -0.2 0.322
H -7.7721 5.7579 5.0560 -0.3 0.5 -0.6 0.380
H -6.6865 7.1599 5.3262 -0.1 0.0 0.0 0.409
H -1.3963 10.2913 -8.3758 0.4 -0.4 -0.6 0.317
H 1.5777 -1.1409 0.4103 0.8 0.1 0.9 0.273
H 2.2382 -0.3845 -1.9405 -0.4 0.3 0.6 0.335
H 1.9308 9.2260 -8.0413 -0.1 -0.4 0.5 0.386
H 7.7214 -0.3406 5.8119 -0.4 -0.3 -0.1 0.294
H 9.5179 -1.9280 -9.6143 -0.6 -0.2 -0.2 0.308
H -7.9660 4.8375 2.6736 -0.1 0.2 0.3 0.401
H -6.4653 -6.3633 8.2634 0.2 0.2 -0.3 0.371
H 8.4260 -5.4964 -0.4909 -0.1 -0.3 0.0 0.319
H 5.4605 -1.3873 6.3247 0.2 -0.5 0.9 0.283
H 5.1796 -0.1649 7.6039 -0.2 0.3 -0.2 0.311
H 3.0023 -5.2584 -8.8862 0.8 -0.9 0.2 0.302
H 1.3191 5.7815 -7.6453 0.8 0.5 0.1 0.346
H 3.3203 -1.6763 -2.0364 0.2 -0.3 0.0 0.340
H 0.7185 -4.4763 -7.9839 0.1 -0.1 0.1 0.307
H -5.2103 -3.8540 8.4975 0.3 -0.4 -1.1 0.384
H 1.4493 6.9910 -6.1953 0.9 0.3 -0.7 0.383
H 5.3375 4.1260 3.0123 -0.2 -0.1 -0.1 0.319
H 3.7400 -8.9416 3.1220 0.0 0.2 0.0 0.301

***

47
Properties=species:S:1:pos:R:3:forces:R:3:nbo_charge:R:1 method="wB97M-V/def2-TZVPD" e_above_lowest_kcal_mol=0.64 homo_ev=-8.606 total_energy_ha=-1516.00372 spin_multiplicity=1
Cl 0.4052 3.9342 -2.7755 0.1 0.0 -0.2 0.001
O 3.6713 -3.5691 -1.3707 0.1 0.2 0.1 -0.518
O -3.2715 1.7411 0.2394 -0.1 0.0 -0.2 -0.629
O 1.4381 -2.5019 0.2745 0.0 0.2 0.1 -0.505
N -2.5476 2.0342 2.3554 0.1 0.0 0.4 -0.619
C -2.4885 1.4550 1.1262 -0.1 -0.1 0.1 0.678
C 0.6808 -0.6163 1.4184 0.1 -0.2 -0.1 -0.286
C 3.6372 -5.5856 -2.5372 0.0 0.2 0.1 -0.427
C 0.4577 -1.5795 0.4302 -0.1 0.2 0.1 0.402
C 2.4286 -5.5886 -1.6003 0.1 0.2 0.0 -0.432
C 1.3157 -3.4608 -0.7514 0.3 -0.4 -0.1 -0.087
C -3.3231 3.2290 2.5781 -0.1 0.2 0.0 -0.219
C 2.6062 -4.2928 -0.7802 -0.6 0.1 0.3 0.075
C -2.3370 4.7908 -0.0223 0.2 0.0 0.1 -0.134
C -1.6937 4.6418 -1.2356 0.0 0.0 -0.1 -0.233
C -0.3992 3.9808 1.1178 -0.1 0.1 0.0 -0.213
C -0.7237 -1.5289 -0.3054 0.2 -0.3 -0.1 -0.333
C 3.9139 -4.0882 -2.6605 0.1 -0.2 -0.3 -0.068
C -2.4507 4.4956 2.4691 -0.1 -0.3 -0.1 -0.429
C -1.6505 -0.5383 -0.0470 -0.1 0.3 0.2 -0.125
C -0.2547 0.3607 1.6745 -0.1 -0.1 -0.1 -0.163
C 0.2585 3.8217 -0.0883 0.0 0.0 -0.1 -0.219
C -1.7022 4.4578 1.1675 0.1 0.2 0.1 -0.034
C -0.3998 4.1476 -1.2609 -0.1 0.0 0.2 -0.044
C -1.4446 0.4101 0.9491 0.1 -0.2 -0.3 -0.187
H -1.7499 4.5294 3.3062 0.0 0.1 0.0 0.203
H -3.3523 5.1570 -0.0021 -0.1 0.0 0.0 0.207
H 2.8967 -4.4908 0.2579 -0.1 0.0 -0.1 0.193
H 4.9437 -3.8468 -2.9243 -0.1 0.0 -0.1 0.196
H 4.4867 -6.0801 -2.0665 0.0 0.0 0.0 0.207
H 3.2376 -3.6303 -3.3982 0.1 0.0 0.0 0.156
H -2.5634 -0.4827 -0.6205 -0.1 0.0 -0.1 0.237
H -0.9288 -2.2513 -1.0796 0.0 -0.1 -0.1 0.221
H -4.0899 3.2434 1.8006 0.0 0.0 0.2 0.234
H 2.3935 -6.4684 -0.9627 -0.1 0.0 0.0 0.224
H 1.2663 3.4380 -0.1191 0.1 0.0 0.0 0.227
H 0.4586 -4.1203 -0.5524 0.1 0.1 0.0 0.176
H -1.8446 1.8052 3.0385 -0.1 -0.1 -0.1 0.389
H 1.5038 -5.5396 -2.1769 -0.1 -0.1 0.0 0.202
H 3.4341 -6.0567 -3.4956 0.0 -0.1 0.0 0.216
H 0.1157 3.7279 2.0340 0.0 0.0 0.1 0.206
H -3.8000 3.1787 3.5609 0.0 0.0 -0.1 0.199
H -3.0977 5.3718 2.5220 0.0 0.1 0.1 0.220
H -0.0296 1.1019 2.4277 0.0 0.1 0.1 0.201
H 1.1797 -2.9699 -1.7237 0.0 -0.1 0.0 0.184
H 1.6087 -0.6583 1.9666 0.1 0.0 0.1 0.225
H -2.1951 4.8913 -2.1573 0.0 0.0 -0.1 0.227

***

81
Properties=species:S:1:pos:R:3:forces:R:3:mulliken_charge:R:1 method="wB97M-V/def2-TZVPD" e_above_lowest_kcal_mol=28.41 total_charge=+1 homo_ev=-10.670 total_energy_ha=-5471.38141 spin_multiplicity=1
V -2.3108 -4.8713 -2.9487 0.4 0.6 4.5 1.733
V 1.7202 -5.0427 -4.6732 1.5 0.1 3.0 1.783
V 2.1008 0.7047 1.5912 0.2 -0.6 3.8 0.955
F -1.3849 -1.1686 4.9280 0.2 0.0 -0.1 -0.338
F 0.2093 1.4014 2.8645 -0.2 -0.2 0.3 -0.050
F 1.4794 2.2396 -0.0574 -0.5 0.1 0.0 -0.180
F -5.3350 2.2561 -2.5767 -0.1 -0.1 -0.2 -0.327
F 6.0038 0.6122 2.2800 0.1 0.1 0.1 -0.332
O -3.4484 -4.5824 -1.8504 2.1 -0.8 -2.6 -0.486
O 2.3249 -6.4886 -4.5329 -0.7 1.2 -0.1 -0.527
O 2.2267 -3.6394 -3.0485 -1.6 -1.5 -1.9 -0.851
O 2.2666 -4.4763 -5.9864 0.0 0.3 -0.9 -0.516
O 2.9880 -0.1984 -0.0590 -1.2 -0.1 0.4 -0.823
O 1.9283 -0.4203 2.7726 1.3 2.4 -2.6 -0.431
O 2.8735 1.9988 2.1547 -1.0 -2.3 -0.9 -0.430
O -1.9943 -6.4220 -2.9195 -0.5 2.0 -0.3 -0.511
O 0.3949 -0.2166 0.6543 -0.1 0.0 -1.1 0.472
O -0.5412 -3.7252 -2.1147 -0.6 -1.9 -2.7 -0.529
C -2.0369 -1.1641 2.6461 -0.4 -0.8 -0.2 0.083
C 2.6603 -1.9052 -1.6613 -0.5 1.5 0.8 -0.606
C -4.9277 -0.0730 -2.3685 -1.0 -0.3 0.3 -0.515
C -0.8858 4.3758 -1.7929 0.7 -0.1 -0.5 -0.824
C -4.4824 1.2293 -2.5452 0.8 -0.9 0.3 0.126
C 0.3608 -2.8926 -1.6445 -2.2 -1.3 0.0 -0.161
C 1.7681 -2.7950 -2.2000 0.8 -0.7 0.0 0.219
C -1.6885 2.2235 1.7704 -0.8 0.1 1.1 0.430
C 7.8279 -2.4438 1.6896 0.1 0.5 0.4 -0.212
C -2.9601 3.9958 2.8483 -0.4 -0.2 -1.1 -0.770
C -4.2662 -0.4604 2.1440 -0.9 0.5 -0.8 -0.111
C -4.4566 -0.0149 3.4534 0.4 0.1 -0.8 -0.828
C -3.1224 1.4672 -2.6144 -0.3 0.7 0.9 -0.305
C -2.3017 -0.9242 3.9833 0.3 1.1 -1.1 -0.155
C 6.4052 -1.9109 -0.1680 1.0 -0.1 -0.9 0.094
C -2.2335 0.4171 -2.4480 0.0 0.3 -0.7 -0.252
C 0.2452 2.9146 -3.4012 -0.1 0.5 1.1 -0.519
C -3.0877 -1.0136 1.7191 1.4 -0.1 1.1 -0.316
C 0.9047 2.2826 -2.3382 0.2 0.0 -0.7 -0.414
C -2.6888 -0.8686 -2.2516 -0.2 -0.8 0.1 0.554
C 0.7169 -1.0632 -0.1904 1.5 -0.8 1.2 0.616
C 0.6528 2.7105 -1.0490 0.5 0.4 -1.0 0.273
C 7.4154 -2.7171 0.4017 -1.4 -0.1 0.0 -0.849
C -1.0301 3.0811 3.9488 0.5 -1.1 -0.2 -0.654
C -0.1881 3.7668 -0.7768 0.1 -0.2 1.4 -0.299
C -2.7923 3.1059 1.7809 1.5 -0.7 -0.2 -0.995
C -2.0683 3.9933 3.8972 0.1 -0.6 1.5 -0.497
C 7.2705 -1.3450 2.3391 0.4 0.8 0.0 -0.564
C 6.0586 -0.6644 0.3232 0.0 -1.6 1.0 -0.611
C 6.4700 -0.4847 1.6448 -0.9 1.0 -0.9 0.549
C -0.0606 -2.2073 -0.5650 0.9 2.7 0.7 -0.502
C -4.0585 -1.1403 -2.1462 0.4 1.2 -1.1 -0.520
C -0.9158 2.1903 2.9157 0.5 0.9 -1.7 0.171
C -3.4151 -0.1829 4.3331 -0.1 -0.6 1.4 -0.114
C -0.6050 3.9650 -3.0863 -0.8 0.3 -0.9 -0.523
C 2.2289 -1.0242 -0.6340 0.0 -0.2 -0.8 0.482
H 0.4112 2.6870 -4.4433 0.2 -0.3 0.1 0.443
H 7.7039 -3.6130 -0.1288 0.2 0.0 0.1 0.386
H -4.9830 -0.2374 1.3608 -0.4 -0.2 0.3 0.411
H -1.0798 4.5176 -3.8891 0.0 -0.1 -0.1 0.357
H -5.9930 -0.2687 -2.3864 -0.1 0.1 0.1 0.410
H -1.0157 -2.2438 -0.0633 -0.2 -0.6 -0.4 0.412
H -2.9062 -1.3158 0.6964 -0.2 0.3 -0.1 -0.010
H -2.2305 4.5066 4.8373 -0.2 0.7 -0.4 0.340
H -5.3688 0.4966 3.7224 0.1 0.1 0.1 0.435
H 1.6944 1.5794 -2.5719 -0.1 -0.2 0.3 0.560
H -4.4701 -2.1348 -2.0568 0.1 -0.1 0.2 0.489
H -1.0537 -1.4758 2.3211 0.0 -0.3 0.2 0.442
H -0.2073 4.1300 0.2437 -0.2 0.0 0.0 0.613
H -3.3992 0.1732 5.3573 -0.5 0.0 0.0 0.469
H -1.4432 1.5089 0.9978 -0.3 0.1 -0.3 0.521
H -1.5160 5.2382 -1.6332 -0.1 -0.1 0.2 0.484
H 8.5749 -3.0021 2.2368 0.0 -0.3 -0.3 0.374
H 7.5099 -0.9557 3.3210 0.3 -0.6 0.2 0.401
H -0.2879 2.9033 4.7179 -0.3 0.7 0.4 0.506
H -1.1841 0.6382 -2.5974 0.1 -0.2 0.3 0.229
H 5.3554 -0.0536 -0.2168 0.1 0.3 0.3 0.527
H -1.9602 -1.6682 -2.2168 -0.1 -0.1 0.2 -0.050
H -3.7870 4.6907 2.8031 0.0 0.0 0.2 0.447
H -2.7907 2.4977 -2.5744 0.1 -0.1 -0.5 0.326
H -3.3921 3.0651 0.8818 -0.4 0.4 0.2 0.549
H 5.9457 -2.2412 -1.0929 0.3 0.0 -0.2 0.236
H 3.6576 -1.8070 -2.0619 0.1 -0.2 0.1 0.597